The following is a DFT calculation (ωB97M-V/def2-TZVPD) of one molecule with the formula C11H19N3.

```
33
Properties=species:S:1:pos:R:3:forces:R:3
H -3.3580 1.7082 0.9911 -0.1 0.0 0.0
C 0.9733 -1.5100 1.2927 -0.2 0.1 -0.1
H 3.8440 -0.3783 0.0960 -0.2 0.1 -0.1
H -2.4026 2.3436 -1.1132 -0.2 0.1 -0.1
C 0.7227 -1.1629 -1.2037 -0.2 0.0 0.2
H -1.7569 1.8924 1.7289 0.1 0.1 0.1
H 0.4330 -1.5294 2.2396 0.0 -0.1 0.1
C 1.8567 2.0426 -0.0693 0.1 -0.1 0.1
H -2.2608 -0.8383 -1.5590 0.0 -0.1 -0.1
H -2.9732 -1.2232 0.0167 -0.1 -0.1 0.0
H 0.3951 -0.2993 -1.7820 0.0 0.0 -0.1
H -0.7253 2.4210 -0.5208 -0.3 0.0 -0.1
H 2.8311 -0.7943 2.1037 0.0 0.1 0.0
C -2.7164 -0.4142 -0.6661 0.2 0.1 0.2
C -1.7745 0.5914 0.0060 -1.2 0.7 -0.4
H 2.6663 -0.8303 -2.0265 0.1 -0.2 0.0
H -1.1268 1.4026 -1.9070 0.0 0.0 -0.2
H 0.4243 -2.0648 -1.7403 0.0 0.1 -0.1
H -2.6783 0.4012 1.9745 0.0 -0.1 0.1
H 2.6057 -2.1500 -0.8457 0.1 0.0 0.0
H -0.8126 -1.9230 0.1297 0.1 0.1 0.0
N -0.5244 0.1257 0.4318 1.1 0.7 0.8
H 1.3806 -2.5060 1.1116 0.0 -0.1 0.0
N 1.2021 2.9935 0.1484 -0.4 0.9 0.4
C -0.0251 -1.1496 0.1800 0.2 -1.3 -0.4
H 1.6458 0.4645 1.7355 0.1 -0.1 0.1
C -1.4920 1.7746 -0.9536 0.1 -0.2 0.2
C 2.2385 -1.1491 -1.0751 0.1 0.3 -0.1
C 2.0830 -0.4698 1.3791 0.0 0.0 0.0
C 2.7623 -0.1876 0.0210 0.0 -1.1 0.7
H -3.6376 0.0850 -0.9562 -0.1 0.0 0.0
N 2.6424 1.1425 -0.4328 0.7 0.2 -1.1
C -2.4422 1.1912 1.2649 0.1 -0.2 -0.2
```
Forces are in eV/Å.

The calculation puts the frontier orbital gap (alpha / beta) at 0.33107 / 0.24896 Eh. As for the charge: 0. The HOMO energy (alpha / beta) is -9.0 / -8.7 eV.

=====

The following is a DFT calculation (ωB97M-V/def2-TZVPD) of C44H57BN9S3Sn as an isolated structure.

```
115
Properties=species:S:1:pos:R:3:forces:R:3
H 1.2452 0.8132 -5.0092 0.0 0.0 0.0
C -0.1815 -4.4109 3.1899 0.0 0.0 0.0
C 1.2457 -1.3156 7.9024 0.0 0.0 0.0
C -0.9949 -5.5884 3.6583 0.0 0.0 0.0
C -3.1270 -0.4200 -1.2305 0.0 0.0 0.0
H -1.7486 -2.6910 -3.8603 0.0 0.0 0.0
H -3.6802 -1.4471 2.0427 0.0 0.0 0.0
B -0.4852 1.4866 -2.9364 0.0 0.0 0.0
C 0.4522 -2.3246 -2.2599 0.0 0.0 0.0
C 1.2333 -2.0154 10.2075 0.0 0.0 0.0
C -1.6829 -2.3551 5.9649 0.0 -0.1 -0.1
C -3.6217 -0.4205 -2.5428 0.0 0.1 0.0
H -4.2342 -2.9079 -0.5996 0.0 0.0 0.0
C 2.4893 -2.0341 4.4760 0.0 0.0 0.0
C 1.4768 -2.7091 3.5928 0.0 0.0 0.0
H 1.9329 -4.0338 -0.7833 0.0 0.0 0.0
H -0.6129 -2.8593 10.9015 0.0 0.0 0.0
H 2.8493 -1.4097 0.0254 0.0 0.0 0.0
C 3.9868 -0.1335 -1.3105 0.0 0.0 0.0
Sn 0.0700 -0.0773 0.3313 0.0 0.0 -0.1
H -1.5513 3.0151 1.8518 0.0 0.0 0.0
C -0.6722 -5.6373 -2.4076 0.0 0.0 0.0
C 0.3434 -3.1445 -3.5455 0.0 0.0 0.0
C 1.8878 -1.4500 9.1215 0.0 0.0 0.0
H -0.8813 4.2111 -3.6091 0.0 0.0 0.0
H 3.7460 -0.0530 -4.2694 0.0 0.0 0.0
C -1.3575 4.0889 1.8635 0.0 0.0 0.0
H 4.3803 -0.8334 0.6957 0.0 0.0 0.0
H -0.6677 5.9529 -1.4881 0.0 0.0 0.0
C 0.7844 -5.2033 -2.2130 0.0 0.0 0.0
H -2.4848 -0.2666 1.5616 0.0 0.0 0.0
H 1.4192 -6.0894 -2.1129 0.0 0.0 0.0
H -2.3289 -1.9546 1.0295 0.0 -0.1 0.0
H 2.9097 -1.1053 9.2193 0.0 0.0 0.0
C 0.7510 -3.8106 4.0295 0.0 0.0 0.0
C 1.6582 0.6255 -4.0322 0.0 0.0 0.0
N -1.9069 0.1282 -1.2077 0.0 0.1 -0.1
C -0.3048 4.0347 -0.3971 0.0 0.0 0.0
C 0.3465 -2.8086 1.4248 0.0 0.0 0.0
H -1.8570 -4.1084 -0.4368 0.0 0.0 0.0
C 3.5259 -0.5547 0.0754 0.0 0.0 0.0
H 1.0198 2.6603 1.6352 0.0 0.0 0.0
H 0.0437 5.4997 1.0617 0.0 0.0 0.0
C -0.8322 -0.4578 4.5891 0.1 0.1 0.0
H -0.7277 1.7524 -4.0869 0.0 0.0 0.0
H 5.2953 1.3583 -2.2151 0.0 0.0 0.0
H 1.1718 -4.9865 -4.3357 0.0 0.0 0.0
H -0.7602 -6.2681 -3.2991 0.0 0.0 0.0
H -1.2264 4.3866 2.9057 0.0 0.0 0.0
H 0.6264 -4.9700 -0.0738 0.0 0.0 0.0
H -2.2332 4.6018 1.4603 0.0 0.0 0.0
C 4.9396 1.0631 -1.2270 0.0 0.0 0.0
C -0.5756 4.8796 -1.4919 0.0 0.0 0.0
H -2.0607 -2.6455 -1.3917 0.0 0.0 0.0
H 4.5335 -0.9717 -1.7567 0.0 0.0 0.0
H -5.5179 -1.8079 -1.1167 0.0 0.0 0.0
S -2.0670 -1.6897 4.4169 0.0 0.0 0.0
H 1.8985 -1.4174 1.9608 0.0 0.0 0.0
H -0.7598 -5.8417 4.6908 0.0 0.0 0.0
H -1.7602 -2.6284 8.7407 0.0 0.0 0.0
C 2.9074 0.1981 -3.6416 0.0 0.1 0.0
N 0.9182 0.8363 -2.9325 0.0 0.0 0.0
H -4.5327 0.0076 0.2499 0.0 0.0 0.0
H -1.2025 -4.1633 -4.6748 0.0 0.0 0.0
H 2.0232 3.9947 1.0566 0.0 0.0 0.0
C -1.4536 -3.5464 -1.2805 0.0 0.0 0.0
N 1.6402 0.5585 -1.8237 0.0 0.0 0.1
H -2.6039 -4.7077 -2.6843 0.0 0.0 0.0
N 0.1806 -2.2340 0.1486 0.0 0.0 0.0
H -5.3946 -2.2845 0.5757 0.0 0.0 0.0
H 1.7398 -0.8540 7.0623 0.0 0.0 0.0
C -1.5618 -4.3990 -2.5493 0.0 0.0 0.0
C 1.2814 -2.2414 2.3009 0.0 0.0 0.0
H -0.8096 -6.4654 3.0322 0.0 0.0 0.0
H 4.4240 1.9187 -0.7856 0.0 0.0 0.0
N -1.6262 0.5284 -2.4787 -0.1 -0.1 0.0
H 1.7399 -2.1215 11.1583 0.0 0.0 0.0
H 2.4896 -2.4721 5.4741 0.0 0.0 0.0
N -0.2092 -0.5461 5.7248 0.0 0.0 0.0
C -0.6866 4.0255 -2.5656 0.0 0.0 0.0
H 3.0108 0.2700 0.5766 0.0 0.0 0.0
C -3.0358 -1.1451 1.2159 0.0 0.1 0.0
H 5.8044 0.8249 -0.6040 0.0 0.0 0.0
H -0.1631 -1.4264 -2.3519 0.0 0.0 0.0
C 2.8493 0.1849 -2.2390 0.0 -0.1 0.0
N -0.2665 2.7690 -0.7889 0.0 0.0 0.0
C -2.6450 0.2026 -3.2843 0.0 0.0 0.0
H 0.8935 -4.1904 5.0362 0.0 0.0 0.0
C -0.0676 -1.7581 7.7577 0.0 0.0 0.0
C 1.2336 -4.3822 -3.4236 0.0 0.0 0.0
H -1.1499 -4.3609 1.3037 0.0 0.0 0.0
H -4.5693 -0.7901 -2.8919 0.0 0.0 0.0
C 0.8983 -4.3613 -0.9375 0.0 0.0 0.0
C -0.3902 -3.8972 1.9168 0.0 0.0 0.0
N -0.7021 -1.5939 6.4942 0.0 0.0 0.0
C -0.7384 -2.3026 8.8464 0.0 0.0 0.0
C -0.0805 -2.4309 10.0614 0.0 0.0 0.0
C -1.1095 -3.5741 -3.7554 0.0 0.0 0.0
H -2.6108 0.4622 -4.3287 0.0 0.0 0.0
S -0.5208 0.7016 3.3691 0.0 0.0 0.1
C 1.1308 3.7450 1.6342 0.0 0.0 0.0
N -0.5015 2.7698 -2.1158 0.0 0.0 0.0
H 2.2784 -4.0777 -3.3019 0.0 0.0 0.0
H 3.4959 -2.1342 4.0616 0.0 0.0 0.0
C -3.8938 -0.8468 -0.0046 0.0 -0.1 0.0
C 0.0037 -3.1119 -1.0222 0.0 0.0 0.0
H -0.9997 -6.2358 -1.5510 0.0 0.0 0.0
C -0.1080 4.4149 1.0427 0.0 0.0 0.0
H 1.4857 -2.0051 -2.1122 0.0 0.0 0.0
H 1.2811 4.0567 2.6694 0.0 0.0 0.0
H 0.6762 -2.5268 -4.3851 0.0 0.0 0.0
H 2.2633 -0.9692 4.5665 0.0 0.0 0.0
S -2.4386 -3.7282 6.5489 0.0 0.0 0.0
H -2.0623 -5.3647 3.6147 0.0 0.0 0.0
C -4.8153 -2.0292 -0.3127 0.0 0.0 0.0
```
Forces are in eV/Å.

The calculation puts the frontier orbital gap at 0.25015 Eh. As for the charge: -1. The HOMO energy is -4.5 eV.

=====

The following is a DFT calculation (ωB97M-V/def2-TZVPD) of H4NOPS2 as an isolated structure.

```
9
Properties=species:S:1:pos:R:3:forces:R:3
N -1.1677 -0.1862 -0.6639 0.5 0.2 0.2
S -0.0216 -1.3545 1.9988 0.3 0.4 -1.0
H -1.9492 0.2544 -0.1955 0.0 0.0 0.1
S 1.6706 -0.8895 -1.0068 -0.1 -0.3 0.6
H -1.4429 -1.0583 -1.1065 0.0 0.1 0.0
H 0.7365 1.7896 1.7104 -0.1 -0.4 0.7
O 0.7023 1.7498 0.7580 -1.1 -3.5 -1.9
H 1.3073 0.0960 -1.8194 -0.1 0.3 -0.3
P 0.1647 -0.4012 0.3249 0.5 3.1 1.7
```
Forces are in eV/Å.

The calculation puts the frontier orbital gap at 0.33372 Eh. As for the charge: 0. The HOMO energy is -9.5 eV.

=====

The following is a DFT calculation (ωB97M-V/def2-TZVPD) of an isolated ion of composition C2H9N2 and charge +2.

```
13
Properties=species:S:1:pos:R:3:forces:R:3
N -0.7998 0.2909 -1.5344 -1.2 -2.3 -0.2
H 1.6316 0.9622 1.5412 -1.6 0.0 0.3
H 0.3949 1.5392 0.5790 0.1 0.1 0.7
H 1.5902 -0.4344 -0.2755 -0.9 0.3 0.1
H -1.5615 -0.5016 0.1883 -0.4 0.2 1.0
H -1.7131 0.7710 -1.6373 0.6 0.4 0.0
N 0.6234 0.7788 1.2384 1.8 0.0 -0.8
H 0.9496 -1.3099 1.0252 -0.7 -0.9 0.5
C 0.6859 -0.5067 0.3731 0.1 2.0 0.2
C -0.6697 -0.5937 -0.3837 1.5 -0.6 -0.5
H -0.4875 -0.1469 -2.4151 0.5 0.8 -0.1
H -0.5804 -1.6399 -0.7257 -0.4 0.1 -0.6
H -0.0636 0.7911 2.0264 0.8 -0.2 -0.4
```
Forces are in eV/Å.

The calculation puts the frontier orbital gap (alpha / beta) at 0.54930 / 0.36980 Eh. As for the charge: +2. The HOMO energy (alpha / beta) is -23.1 / -24.0 eV. Its expectation value of S² is 0.7544. Its multiplicity is 2.

=====

| no. | total energy (a.u.) |
| --- | --- |
| 1 | -594.681247 |
| 2 | -3637.623922 |
| 3 | -1270.119671 |
| 4 | -190.335590 |